# 1
66
Properties=species:S:1:pos:R:3:nbo_charge:R:1 method="wB97M-V/def2-TZVPD" charge=+2 molar_mass_g_mol=663.60 gap_ev=2.0517 total_energy_ha=-1977.795023 homo_energy_ev=-15.0 relative_energy_ev=0.965
Tl 3.755 1.961 -0.452 0.944
B 0.294 0.812 0.075 1.339
F 1.175 0.700 -1.021 -0.564
F 0.300 -0.323 0.885 -0.571
F 0.664 1.943 0.798 -0.556
F -1.060 0.925 -0.376 -0.596
C -1.346 -2.865 2.686 -0.090
C -0.045 -3.640 2.680 -0.100
O 0.724 -3.507 1.527 -0.643
O -2.218 -3.633 1.833 -0.575
H -1.252 -1.860 2.271 0.178
H -1.743 -2.825 3.699 0.228
H -0.267 -4.689 2.908 0.214
H 0.570 -3.440 3.576 0.229
H 0.807 -4.327 1.027 0.500
H -2.105 -3.205 0.971 0.479
C -0.387 -0.575 -3.456 -0.098
C -1.594 -1.506 -3.404 -0.097
O -2.493 -1.356 -4.479 -0.652
O 0.027 -0.446 -4.827 -0.611
H 0.522 -0.859 -2.934 0.229
H -0.690 0.438 -3.144 0.214
H -2.169 -1.247 -2.505 0.174
H -1.156 -2.495 -3.220 0.212
H -3.214 -1.956 -4.246 0.501
H -0.799 -0.303 -5.318 0.492
C -3.489 1.832 0.531 -0.100
C -3.952 0.340 0.759 -0.082
O -3.430 -0.527 -0.177 -0.572
O -2.495 2.278 1.392 -0.563
H -4.331 2.532 0.528 0.252
H -3.088 1.969 -0.477 0.215
H -5.042 0.360 0.822 0.227
H -3.714 0.023 1.788 0.216
H -2.505 -0.249 -0.334 0.508
H -1.625 2.142 0.980 0.512
C 3.869 -1.912 -1.186 -0.096
C 2.934 -1.773 -0.011 -0.083
O 3.230 -0.677 0.852 -0.730
O 3.889 -0.681 -1.882 -0.736
H 3.597 -2.807 -1.754 0.188
H 4.884 -2.116 -0.811 0.181
H 2.989 -2.711 0.542 0.188
H 1.934 -1.671 -0.434 0.183
H 2.768 -0.849 1.679 0.492
H 4.379 -0.886 -2.691 0.488
C -0.179 1.353 3.899 -0.095
C 0.117 1.672 5.384 -0.103
O -1.055 1.738 6.160 -0.556
O -0.708 0.062 3.774 -0.629
H 0.797 1.450 3.398 0.235
H -0.894 2.047 3.455 0.207
H 0.515 2.690 5.429 0.215
H 0.873 1.069 5.904 0.213
H -1.457 0.857 6.055 0.479
H -1.078 -0.054 2.889 0.488
C 1.833 2.780 -3.840 -0.097
C 0.976 3.415 -2.767 -0.084
O 1.695 3.865 -1.598 -0.747
O 2.705 1.744 -3.422 -0.726
H 2.379 3.520 -4.433 0.187
H 1.073 2.387 -4.530 0.183
H 0.170 2.747 -2.460 0.180
H 0.566 4.341 -3.172 0.197
H 1.737 4.824 -1.622 0.492
H 2.833 1.155 -4.172 0.492


# 2
55
Properties=species:S:1:pos:R:3:nbo_charge:R:1 method="wB97M-V/def2-TZVPD" charge=+2 molar_mass_g_mol=350.34 gap_ev=9.2069 total_energy_ha=-3442.286737 homo_energy_ev=-14.6 relative_energy_ev=0.000
C 3.440 -2.010 1.422 -0.646
C 4.498 -1.397 0.504 -0.056
C 5.428 -2.455 -0.025 -0.081
O 6.428 -1.795 -0.757 -0.545
C 7.324 -2.666 -1.406 -0.264
N 3.781 -0.771 -0.688 -0.701
H 2.873 -0.393 -0.371 0.465
H 4.310 0.042 -1.010 0.453
H 3.616 -1.421 -1.453 0.427
H 2.757 -1.256 1.811 0.244
H 3.960 -2.421 2.289 0.255
H 2.919 -2.850 0.960 0.215
H 5.009 -0.603 1.040 0.245
H 4.904 -3.196 -0.643 0.172
H 5.868 -2.941 0.857 0.208
H 8.037 -3.144 -0.731 0.193
H 7.899 -2.111 -2.148 0.214
H 6.809 -3.432 -2.003 0.171
C -2.561 -1.965 -3.271 -0.643
C -2.260 -1.197 -2.009 -0.043
C -2.335 -2.026 -0.744 -0.087
O -1.847 -1.232 0.310 -0.567
C -1.906 -1.901 1.565 -0.262
N -0.811 -0.704 -2.115 -0.726
H -0.439 -0.154 -1.303 0.482
H -0.249 -1.562 -2.070 0.413
H -0.563 -0.308 -3.022 0.438
H -3.570 -2.375 -3.226 0.263
H -1.861 -2.787 -3.420 0.226
H -2.547 -1.285 -4.123 0.240
H -2.831 -0.282 -1.865 0.221
H -1.762 -2.959 -0.852 0.181
H -3.390 -2.277 -0.577 0.211
H -1.356 -1.312 2.296 0.206
H -1.417 -2.878 1.508 0.189
H -2.943 -2.023 1.886 0.188
C -1.288 4.146 1.030 -0.639
C -2.185 3.272 1.868 -0.049
C -3.600 3.766 2.001 -0.084
O -4.146 3.769 0.702 -0.566
C -5.477 4.260 0.674 -0.254
N -2.261 1.894 1.231 -0.705
H -1.313 1.476 1.167 0.471
H -2.825 1.247 1.783 0.425
H -2.676 1.937 0.300 0.436
H -0.237 3.920 1.207 0.246
H -1.508 5.190 1.234 0.250
H -1.421 3.963 -0.038 0.226
H -1.792 3.026 2.856 0.226
H -3.617 4.768 2.448 0.210
H -4.213 3.126 2.655 0.178
H -5.913 4.062 -0.300 0.209
H -5.487 5.340 0.854 0.190
H -6.086 3.790 1.455 0.177
Br 0.838 1.094 0.257 -0.851


# 3
65
Properties=species:S:1:pos:R:3:nbo_charge:R:1 method="wB97M-V/def2-TZVPD" charge=+3 molar_mass_g_mol=605.97 gap_ev=2.8280 total_energy_ha=-5171.298905 homo_energy_ev=-10.1
K 34.038 -5.862 17.544 0.942
K 28.723 -8.908 25.569 0.997
K 35.295 -3.307 23.364 0.964
K 34.996 -9.474 21.836 0.965
K 29.707 -0.993 23.338 0.986
K 27.746 -4.515 18.273 0.991
P 30.867 -6.017 21.807 2.470
O 31.706 -6.525 22.996 -1.337
O 30.913 -7.066 20.642 -1.303
O 31.369 -4.670 21.190 -1.352
O 29.371 -5.850 22.224 -1.330
C 23.503 -9.190 18.512 -0.627
C 24.230 -8.858 19.775 -0.057
O 25.562 -8.498 19.454 -0.770
H 23.505 -8.381 17.782 0.213
H 22.462 -9.313 18.810 0.222
H 23.810 -10.156 18.111 0.219
H 24.409 -9.709 20.433 0.169
H 23.740 -8.015 20.264 0.155
H 26.155 -8.242 20.165 0.478
C 23.687 -3.083 26.512 -0.633
C 24.464 -3.728 25.387 -0.071
O 25.833 -3.945 25.737 -0.728
H 22.676 -2.785 26.236 0.228
H 24.174 -2.165 26.841 0.211
H 23.526 -3.791 27.325 0.219
H 24.288 -3.290 24.405 0.156
H 23.986 -4.695 25.228 0.152
H 26.266 -4.251 24.936 0.466
C 33.866 1.087 16.548 -0.647
C 33.747 0.580 17.944 -0.057
O 33.872 -0.793 17.961 -0.739
H 33.349 0.478 15.807 0.218
H 34.868 1.297 16.175 0.227
H 33.569 2.134 16.595 0.228
H 32.790 0.749 18.438 0.148
H 34.583 0.984 18.514 0.161
H 33.247 -1.169 18.586 0.461
C 33.514 -5.008 30.490 -0.626
C 32.992 -5.838 29.285 -0.051
O 33.208 -5.103 28.096 -0.752
H 34.573 -4.762 30.415 0.216
H 33.323 -5.568 31.405 0.224
H 32.985 -4.056 30.527 0.215
H 31.920 -6.026 29.350 0.152
H 33.483 -6.805 29.173 0.155
H 32.994 -5.580 27.291 0.468
C 29.769 -14.417 21.282 -0.636
C 29.355 -13.045 20.794 -0.060
O 30.049 -12.023 21.553 -0.753
H 29.891 -14.422 22.365 0.218
H 30.798 -14.647 21.006 0.210
H 29.018 -15.098 20.882 0.228
H 28.294 -12.820 20.907 0.161
H 29.538 -12.850 19.738 0.161
H 30.149 -11.285 20.948 0.472
C 29.028 -10.196 13.458 -0.638
C 28.703 -9.569 14.773 -0.059
O 29.727 -8.776 15.337 -0.749
H 29.652 -11.089 13.454 0.215
H 29.443 -9.435 12.796 0.216
H 28.130 -10.612 13.001 0.228
H 28.410 -10.289 15.538 0.161
H 27.783 -8.997 14.649 0.152
H 29.728 -8.791 16.297 0.473